A) Molecular formula: C5H12O2
Method: DFT, ωB97M-V with the def2-TZVPD basis set

## Properties
* molar mass: 104.15 Da
* E_LUMO: 0.93 eV
* highest occupied orbital energy: -9.36 eV
* structure (SMILES): COC(C)(C)OC
* total charge: 0

CARTESIAN COORDINATES (ANGSTROEM)
C (-0.0081, 1.9442, -0.9385)
C (-0.4359, -0.3623, 0.0455)
C (-0.2334, -0.2205, 1.5273)
C (-1.6091, -1.2845, 0.1220)
C (1.8417, -0.4044, -0.5852)
H (0.8172, 1.8086, -0.3555)
H (-0.4168, 2.8845, -0.5896)
H (0.1596, 1.8765, -2.0338)
H (0.6203, 0.4519, 1.5465)
H (0.1029, -1.1997, 1.8805)
H (-1.1078, 0.1147, 2.0864)
H (-2.4646, -0.9157, 0.8731)
H (-2.1402, -1.3666, -0.8703)
H (-1.2982, -2.2927, 0.4141)
H (2.3354, -0.8027, -1.5392)
H (1.8782, 0.6474, -0.3685)
H (2.3187, -0.9356, 0.1877)
O (-0.8662, 0.8666, -0.5892)
O (0.5064, -0.8096, -0.8133)



B) Molecular formula: C5H12O2
Method: DFT, ωB97M-V with the def2-TZVPD basis set

## Properties
* molar mass: 104.15 Da
* E_LUMO: 0.95 eV
* highest occupied orbital energy: -9.90 eV
* structure (SMILES): COCC=O.[H][H].C=C
* total charge: 0

CARTESIAN COORDINATES (ANGSTROEM)
C (-0.4035, -1.9959, -2.6402)
C (0.3553, -0.9828, -3.0408)
O (0.9699, 1.4589, -1.3571)
C (0.2384, 1.2523, -0.4203)
C (0.7599, 1.0947, 0.9907)
O (-0.3226, 0.9032, 1.8560)
C (0.0781, 0.7655, 3.1971)
H (-0.9479, -1.6167, 0.0568)
H (-0.0020, -2.8136, -2.0467)
H (-1.4562, -2.0622, -2.9028)
H (-0.0402, -0.1731, -3.6477)
H (1.4092, -0.9134, -2.7861)
H (-0.8613, 1.1865, -0.5330)
H (-1.0013, -1.0720, 0.5605)
H (1.4646, 0.2471, 1.0155)
H (1.3348, 2.0023, 1.2404)
H (0.5826, 1.6740, 3.5593)
H (0.7614, -0.0867, 3.3291)
H (-0.8236, 0.5969, 3.7881)



Of all the structures shown, which is most stable? A), and B) is the least stable.